Record 1
The following is a quantum chemistry calculation of the molecule C2H2BrN3 in a non-equilibrium geometry, from OMol25.

```
8
Properties=species:S:1:pos:R:3:forces:R:3
H 0.300 2.130 0.140 0.3870 0.4857 -0.4213
Br 2.283 -0.187 -0.003 -0.7149 0.5601 0.1106
N -2.724 -1.101 -0.114 -0.8548 -0.2829 -0.2075
C -1.585 -1.099 -0.040 -0.5368 0.6233 0.2726
H 0.186 -1.832 0.468 0.2274 0.0783 -0.3113
N -0.439 1.466 -0.053 4.4398 -7.3570 0.3850
C 0.395 0.127 -0.014 -2.8760 8.1605 0.1392
N -0.271 -1.002 0.113 -0.0717 -2.2680 0.0327
```
Forces are in eV/Å.

The value obtained for the HOMO energy (spin up / spin down) is -9.5 / -9.5 eV. The total charge is 0. For the gap between HOMO and LUMO (spin up / spin down), the calculation gives 9.3500 / 9.3482 eV. Its SMILES is [H]/N=C(\Br)NC#N. As for the spin multiplicity: 1.

Here are the Mulliken charges for atoms 1 to 6, given in e: H 0.225; Br -0.108; N -0.344; C 0.348; H 0.262; N -0.526

---

Record 2
The following is a quantum chemistry calculation of a structure of composition C48H69Br3HfN7O9 in a non-equilibrium geometry, from OMol25.

```
137
Properties=species:S:1:pos:R:3:forces:R:3
H 2.576 5.472 -2.475 -0.3281 0.8978 0.2784
C 2.515 -5.060 -1.617 0.5110 -0.3578 0.6444
H 2.137 -5.804 -0.932 -1.1512 -0.0921 -0.4881
Br 4.287 -1.790 0.423 0.9532 0.4636 1.6665
C 2.593 -4.472 2.971 0.0833 -0.4201 0.4671
N -2.797 1.981 3.538 0.4590 0.6878 -0.5495
N 1.765 -2.416 6.053 0.5669 0.7109 2.0504
H 1.953 1.250 -1.487 -0.1446 0.1400 -0.0953
H -5.305 1.582 5.814 -0.0938 -0.1001 -0.2924
H 2.326 1.483 -4.677 -0.1766 -0.4858 0.1178
H 0.548 1.337 4.410 -0.4984 -0.1725 0.5348
H 4.489 3.036 1.475 -0.2124 -0.4574 0.4880
H -0.370 2.878 4.164 0.1221 -0.0372 0.3596
C -4.048 -6.597 -1.560 -0.4557 0.3485 1.1648
H 6.417 2.579 0.142 0.0859 -0.0132 -0.0857
Br 3.275 -0.635 3.296 0.8028 0.1901 -0.4041
H 5.424 -0.155 2.079 -0.0707 -0.3740 -0.0406
H -0.706 -3.964 2.317 -0.1267 0.1433 0.2300
H -4.777 0.527 2.461 -0.1071 -0.3012 -0.3882
N 0.494 3.021 -3.154 0.5107 -0.4589 0.0826
C -0.317 1.811 3.945 -1.3914 0.2035 -1.6649
O -2.644 2.197 2.152 0.9279 0.4764 -2.1509
H -5.160 3.293 -2.488 -0.2043 0.3850 0.7667
H -4.223 2.915 5.876 0.0909 0.3156 -0.2887
C 0.124 0.659 -3.792 -0.4777 -0.9384 0.6675
H -0.084 0.014 -4.646 0.2693 -0.1490 -0.0280
H -4.261 -0.352 3.835 -0.2565 0.0311 0.3738
H 0.794 -4.653 -2.787 -0.1469 0.2480 -0.0853
H -6.102 2.845 3.804 -0.0230 0.0484 0.1408
C 1.590 -3.189 4.780 0.2759 0.1289 -1.3818
C -4.305 1.891 5.510 0.5772 0.3969 0.0544
O 0.790 2.565 0.410 -0.2731 0.3746 -0.6728
H 3.248 3.499 -3.784 -0.1144 -0.4102 -0.1807
C 2.712 -3.785 4.151 -0.1071 0.6633 1.4841
C 0.930 -1.024 0.695 0.3108 0.4314 -0.2209
C 1.227 4.303 -3.467 -0.5684 -0.4153 0.1100
C 2.438 -3.360 -3.383 -0.0609 -2.0075 1.2997
C -4.783 2.274 -0.579 0.0243 0.4912 -1.2326
H -3.663 1.742 -3.655 -0.0924 0.4354 0.1493
H 5.537 -3.730 -1.996 0.1556 0.0695 -0.3399
H 1.353 -2.015 0.854 -0.5732 -0.2637 0.3099
C 5.461 2.219 -0.211 -0.8017 -0.0107 0.8226
H 6.166 1.701 -2.133 0.0570 -0.4060 -0.1116
H 3.391 -5.131 2.661 0.3063 0.3838 -0.2940
C -3.271 1.108 6.325 -0.1682 -0.1893 -0.6683
C -4.878 0.499 3.546 1.3867 0.5557 -1.7036
C 2.086 3.293 -5.666 -0.5624 -1.5514 0.7793
H -4.058 -5.369 -3.371 0.0396 -0.2593 0.3377
O -0.551 3.105 -2.141 -1.2070 -0.2238 1.2882
C 2.934 1.517 -1.124 -0.2772 -0.7240 -0.6170
C 4.496 -3.940 -2.194 -0.0888 0.5828 0.4367
H -5.542 2.748 0.026 0.3335 -0.0100 0.1732
C -1.683 -0.339 3.839 0.1482 0.5358 -0.7347
C -3.842 1.759 -2.590 -0.7082 -0.8797 0.7027
H 0.058 -2.655 -1.073 -0.4360 -0.3732 0.0422
O 2.631 -2.808 6.835 -0.5069 -0.2861 -1.3806
H -0.528 -2.905 4.685 -0.0607 0.4066 -0.2101
H -2.485 -3.856 -2.215 0.0039 0.0378 0.1532
C -1.861 1.302 5.753 -2.1260 1.8586 -0.1838
H 1.342 3.801 -6.281 -0.0388 0.5487 0.3108
C 3.804 -3.158 -3.124 -0.0141 0.1459 -0.6834
C 3.863 -4.874 -1.380 0.1237 0.9640 -1.4647
H 0.276 -1.219 -1.937 -0.1831 0.4252 0.0805
H -3.490 -6.913 0.622 -0.2165 -0.4701 -0.4120
C 0.264 2.074 -4.290 -0.0862 0.0004 -0.1530
C -0.943 2.394 -5.146 -0.8107 0.7000 0.0024
H -1.777 2.393 -4.444 -0.4126 -0.3400 -0.3742
H 0.919 6.375 -4.082 0.3795 -0.1648 -0.6618
H -1.035 1.711 -5.990 -0.2878 -0.4487 0.3932
H 2.918 4.886 -4.807 -0.0348 0.7852 1.0609
H 4.437 -5.447 -0.666 -0.1807 -0.0011 0.1439
C 0.349 5.446 -4.055 0.3104 -0.5220 0.5150
H -3.530 0.055 6.433 -0.1433 -0.0450 0.1308
O 0.388 -2.874 -4.556 3.3295 -0.3206 0.8050
C 1.780 4.787 -2.183 1.4265 0.8934 1.1590
H -1.153 -1.645 0.698 -0.1976 0.1751 0.4723
H -0.094 1.778 2.879 -0.0631 -0.1611 -0.1804
H -2.981 -0.110 -1.944 0.3249 0.2184 0.3468
H 3.946 0.838 -2.905 -0.0688 -0.1150 -0.0018
C 1.821 -4.369 -2.608 -0.2853 0.2027 -0.2100
Hf -1.740 2.605 -0.058 2.9186 -7.2456 0.4706
N 1.643 -2.687 -4.444 -2.2279 1.2032 -0.2787
H 4.386 -2.442 -3.684 -0.1886 0.1661 -0.1448
H 2.956 3.200 -6.316 0.0656 -0.3899 0.0620
H -2.024 -4.896 0.375 0.0400 0.6016 -0.3849
O 2.216 -1.848 -5.119 0.1485 -0.7321 0.4065
H -4.704 -7.420 -1.797 -0.0301 0.2589 -0.3250
C -0.496 -1.010 0.105 0.8607 1.0624 0.3968
H 1.661 -0.637 -0.015 -0.2722 0.3806 -0.4373
C 4.070 1.247 -1.913 -0.5553 0.7758 0.5904
H -0.065 5.136 -5.014 -0.0231 0.5169 0.0620
H 1.051 5.234 -1.507 0.0564 0.1907 -0.1475
C 0.225 -3.869 2.856 2.2932 0.0657 1.3830
H -3.342 1.639 7.274 0.3401 -0.7337 0.4528
C 0.345 -3.220 4.133 0.1201 -1.0712 -0.8200
H 1.113 -0.429 1.590 -0.6075 -0.1210 0.1579
H -2.091 -0.594 2.861 -0.3911 0.1498 -0.0123
H -1.399 -1.784 -1.685 0.0825 -0.1988 -0.1479
C 4.354 2.383 0.625 -0.5403 0.9125 -1.0001
H 1.274 -5.103 1.440 0.0380 0.0736 -0.2428
H -0.622 -0.552 3.707 -0.0188 -0.5131 0.5540
C -4.192 1.863 3.964 -1.9901 -0.3367 0.7068
H 1.045 0.335 -3.308 0.1755 -0.0472 -0.1749
C 4.884 -1.084 2.264 -1.0040 -0.3838 -0.4447
O 2.060 2.587 2.119 0.5395 0.4777 1.1830
C -3.483 0.805 -1.666 1.5754 -0.6492 -2.1042
H -1.129 0.869 6.435 0.3624 -0.4751 -0.8729
C 3.058 2.095 0.116 1.8073 0.2277 0.5957
O -1.046 0.324 0.070 -0.9749 3.0993 -0.3278
H -1.803 2.381 5.892 0.7391 0.3033 0.0236
C 1.491 1.938 -5.211 1.5000 1.5871 -0.6378
N 1.905 2.464 0.953 -0.6716 -0.8194 -0.9432
H 3.718 -3.745 4.542 -0.2280 0.1794 0.6718
C -5.088 3.059 3.466 0.3755 -0.8577 0.0927
H 2.390 4.097 -1.598 -0.4753 -0.7200 -0.1831
O 1.092 -1.412 6.347 0.1056 -1.5455 -1.7482
C -2.675 -5.204 -0.430 -0.2644 0.2656 -0.9890
C -4.011 1.122 -0.431 -0.3663 0.0248 1.4750
H -1.008 3.367 -5.632 0.5756 0.2695 0.2677
N -3.811 -5.499 -2.400 1.2747 -1.1138 2.3968
H -5.938 0.307 3.709 0.1283 0.4890 0.6519
H -0.650 0.412 -3.066 -0.3322 0.6777 0.0584
H -2.169 -0.906 4.633 0.2339 -0.3360 -0.1967
C 2.474 3.990 -4.374 -1.2648 0.9956 -1.0929
C 5.311 1.677 -1.474 0.0772 -0.0004 -0.2665
N -4.684 2.597 -1.931 0.2277 0.4760 -0.5452
H -5.161 3.163 2.383 0.3153 -0.1536 -0.0654
C -1.751 1.161 4.180 2.2503 -0.1595 1.6135
H 1.287 1.359 -6.112 -0.4399 -0.4022 0.3750
H -0.422 5.743 -3.344 -0.4539 -0.6060 -0.0612
C -0.413 -1.685 -1.232 0.1504 -0.0985 -0.5899
Br 5.981 -2.309 3.294 -0.2376 0.3958 -0.7134
C -3.436 -6.372 -0.311 -0.5971 -0.3830 -1.7507
C 1.399 -4.497 2.325 -2.8907 0.3227 -0.1781
H -4.790 4.019 3.889 0.2086 -0.1029 0.0153
H -3.958 0.400 0.370 -0.0933 0.5560 0.4112
C -2.911 -4.707 -1.704 0.2777 0.7459 -0.2089
```
Forces are in eV/Å.

The value obtained for the HOMO energy is -9.7 eV. The total charge is +1. For the gap between HOMO and LUMO, the calculation gives 5.2694 eV. As for the spin multiplicity: 1.

Here are the Mulliken charges for atoms 1 to 6, given in e: H 0.524; C -0.366; H 0.398; Br 0.145; C -0.838; N -0.290

---

Record 3
The following is a quantum chemistry calculation of the molecule C3H6N2S in a non-equilibrium geometry, from OMol25.

```
12
Properties=species:S:1:pos:R:3:forces:R:3
H 0.672 -2.168 1.796 2.3573 2.1950 -1.3733
N -1.794 1.069 -1.334 -4.6509 -1.5243 1.0699
H -0.860 -1.044 -0.263 1.0796 0.0133 1.1221
C -0.469 0.748 -0.969 1.1019 3.6786 0.3416
C 1.103 -0.332 0.676 2.4743 -0.3694 -0.9153
H 2.280 -1.213 2.016 -1.9555 -1.0572 -1.2668
C -0.048 -0.269 -0.203 -2.6955 -2.1563 0.3234
H 0.474 1.470 -1.088 -2.6652 -0.5458 -0.3754
N 1.455 -1.487 1.372 -1.7180 -0.3434 2.1402
H -2.865 0.586 -0.901 5.2301 0.7604 -1.0088
S 2.393 0.799 0.695 -1.4850 -0.1158 -0.2480
H -2.340 1.841 -1.796 2.9268 -0.5353 0.1903
```
Forces are in eV/Å.

The value obtained for the HOMO energy is -8.0 eV. The total charge is 0. For the gap between HOMO and LUMO, the calculation gives 8.0543 eV. Its SMILES is N/C=C/C(N)=S. As for the spin multiplicity: 1.

Here are the Mulliken charges for atoms 1 to 6, given in e: H 0.266; N -0.546; H 0.190; C 0.136; C 0.481; H 0.224

---

The energy relative to the best compared isomer or geometry (same formula, charge and spin) results, record by record, are as follows: 2.484 3.360 3.363 eV.